[1]
55
Properties=species:S:1:pos:R:3:forces:R:3:nbo_charge:R:1 method="wB97M-V/def2-TZVPD" e_above_lowest_ev=1.1130 e_tot_ev=-36355.5806 charge=+1 lumo_ev=-2.54
N 1.216008 0.986663 1.643696 -2.2 0.4 1.7 -0.7399
C 2.239471 0.131825 2.229022 2.9 -0.2 2.1 -0.2783
C 3.505505 -0.066639 1.362561 0.3 -1.5 -1.7 -0.2298
N 3.236476 -0.415422 -0.071962 -1.9 -1.2 0.4 -0.6533
C 2.480155 -1.713427 -0.222760 0.6 0.8 -1.8 -0.3521
C 1.006552 -1.619754 -0.668868 -1.7 2.7 1.5 0.8197
O 0.635434 -2.544749 -1.566887 -1.0 1.5 -1.3 -0.6775
O 0.231714 -0.769833 -0.159231 2.2 -2.0 -2.2 -0.6470
H 0.960241 0.635921 0.719675 -0.4 -0.3 -0.2 0.4685
H 0.336076 0.932528 2.270109 1.4 0.1 -1.6 0.4437
H 1.436452 2.040380 1.615021 0.6 -1.0 0.4 0.4697
H 1.899349 -0.859648 2.657465 -0.3 1.2 -1.1 0.2605
H 2.721021 0.644726 3.139959 -1.1 -0.5 -1.1 0.2305
H 4.117093 -0.932150 1.844081 -0.7 1.8 -0.4 0.2008
H 4.055935 0.850708 1.136379 0.3 0.0 1.3 0.2158
H 4.075613 -0.354525 -0.658873 -0.6 -0.4 0.6 0.3865
H 2.938400 -2.365971 -0.957843 0.4 0.0 -0.1 0.2306
H 2.494896 -2.253326 0.685235 0.1 -0.5 1.2 0.2169
H -0.179379 -2.216056 -2.120335 1.9 -0.7 1.9 0.5292
H 1.679924 3.809654 0.948102 0.9 -0.1 1.4 0.5184
H 2.808757 3.798192 2.132929 0.5 0.3 -0.1 0.4977
O 1.944090 3.483229 1.896203 -1.2 0.4 -1.5 -0.9967
H 3.686063 1.323269 -2.581787 2.7 -1.2 0.3 0.4584
H 2.416345 1.677546 -2.132469 -1.0 0.5 0.5 0.4703
O 2.943894 1.746364 -2.921983 -1.8 0.7 -0.7 -0.9257
H -2.257363 -2.636410 0.487408 0.1 0.3 0.0 0.4988
H -1.759569 -3.476815 -0.620766 1.4 1.8 1.8 0.4908
O -1.402917 -2.760205 0.043540 -2.2 -2.4 -2.0 -0.9789
H 0.850513 4.677346 -1.006620 0.2 0.0 0.0 0.4958
H 0.239457 3.526372 -0.180996 0.2 -0.1 -0.5 0.5180
O 1.095764 3.849564 -0.573903 -0.8 -0.1 0.4 -0.9781
H -2.709426 0.703745 -1.592701 0.0 0.2 0.0 0.5042
H -2.262929 -0.337281 -0.622547 0.4 -0.4 0.3 0.5050
O -2.467303 0.599764 -0.662549 -0.5 0.2 -0.3 -0.9760
H -4.184185 0.334147 0.446357 -0.2 -0.8 0.4 0.5005
H -4.689786 -1.077532 1.008303 0.5 1.4 -0.1 0.4773
O -4.434281 -0.163600 1.256000 -0.2 -0.1 -0.2 -0.9821
H -3.291268 -0.772349 -4.006606 0.4 -0.5 2.2 0.4833
H -2.001137 -0.427607 -3.491596 2.1 0.8 0.1 0.4843
O -2.768967 -0.827953 -3.131053 -2.4 -0.3 -2.3 -0.9645
H -0.486225 -2.754302 1.585689 0.9 -0.4 0.6 0.4925
H 0.851769 -3.194340 1.190267 0.4 -0.5 -0.3 0.4462
O 0.387511 -2.979030 1.991560 -0.9 0.5 0.3 -0.9478
H -1.646775 1.816273 0.281538 0.6 0.9 0.5 0.5276
H -1.347883 2.851333 1.491750 -0.5 -0.4 0.0 0.5034
O -1.080345 2.572109 0.612802 0.3 -0.2 -0.7 -1.0302
H -2.076272 0.668062 3.440906 -0.6 -0.5 0.1 0.4811
H -3.026437 0.826887 2.186718 -1.7 -1.6 -0.6 0.5039
O -2.341137 1.195459 2.693014 2.3 1.9 0.8 -0.9897
H 0.045720 -0.451784 -4.637313 0.6 1.7 2.6 0.4814
H 0.931629 0.532113 -3.781400 1.8 1.0 -0.2 0.5006
O 0.118736 0.079546 -3.743152 -2.4 -2.9 -2.5 -0.9794
H -4.385048 -2.720858 -1.110508 0.0 0.0 0.8 0.5062
H -4.746378 -2.874816 0.423670 -0.8 -0.5 0.0 0.4855
O -4.041555 -2.727343 -0.195238 0.3 0.2 -0.9 -0.9765

---

[2]
21
Properties=species:S:1:pos:R:3:forces:R:3:nbo_charge:R:1 method="wB97M-V/def2-TZVPD" e_above_lowest_ev=7.4533 e_tot_ev=-11884.7056 charge=+1 lumo_ev="-5.30 / -5.30"
C 2.555379 1.058574 0.205424 1.7 3.8 -1.0 -0.0016
C -1.569934 1.293607 0.002505 1.9 2.1 -1.7 -0.6278
C -1.206308 -0.921653 -1.210675 2.1 -0.2 -0.8 -0.5929
C -1.031983 -0.953212 1.190884 -0.6 1.1 2.4 -0.5978
C -0.796564 -0.021358 0.030536 -3.2 -1.5 -2.8 0.0351
N 1.150788 1.142041 0.019892 -0.9 3.3 0.7 -0.0116
N 2.114354 -1.044238 0.093111 -0.8 0.0 1.2 -0.1175
N 0.559873 0.156171 -0.109961 2.7 -2.5 0.3 0.1290
O 2.893976 -0.130524 -0.408521 1.0 0.5 -0.5 -0.2487
H 2.928381 2.077291 -0.345627 0.0 -3.0 1.2 0.2738
H 2.720015 1.128989 1.298825 0.1 -0.3 -0.5 0.2535
H -2.617507 1.136624 0.085237 -0.8 -0.1 0.5 0.2498
H -1.141662 2.061414 0.661302 -0.5 -0.6 0.7 0.2415
H -1.408830 1.893713 -0.978982 -0.3 -1.5 1.1 0.2394
H -0.716511 -0.819765 -2.250188 -0.7 0.6 1.8 0.2397
H -2.218683 -0.743914 -1.242824 -2.4 0.2 -0.8 0.2300
H -1.095627 -1.965952 -0.940131 0.2 -0.1 -0.1 0.2178
H -0.595307 -1.895307 0.973983 0.8 -0.8 0.2 0.2271
H -0.601232 -0.480924 2.115166 -0.4 -0.7 -0.6 0.2284
H -2.108368 -1.187446 1.398120 0.8 0.7 -0.5 0.2629
H 2.185743 -1.784139 -0.588071 -0.5 -0.6 -0.7 0.3699

---

[3]
20
Properties=species:S:1:pos:R:3:forces:R:3:nbo_charge:R:1 method="wB97M-V/def2-TZVPD" e_above_lowest_ev=11.7598 e_tot_ev=-9489.0588 charge=0 lumo_ev=-2.46
C -1.425201 -2.542158 -0.643709 -0.9 1.3 -0.2 0.0063
C 0.040047 -1.343482 -0.695648 1.4 -1.2 1.8 -0.0616
C -0.452777 -2.026487 1.718243 0.1 -0.7 -1.6 -0.4291
C -0.627355 -2.072762 0.354801 -0.4 -0.1 2.1 -0.2400
C -0.824125 1.078012 0.255901 -0.3 -0.3 0.7 -0.4673
C -0.015031 1.949575 0.873249 -0.8 -1.1 -0.8 -0.1460
C 1.112925 2.468954 0.052515 -0.4 0.1 -0.6 -0.6996
H -1.288421 -3.462886 -1.184641 0.5 -0.2 -0.4 0.2014
H -0.162233 -0.998305 -1.719913 0.2 -0.5 -1.2 0.3577
H 0.968343 -0.802442 -0.408146 -0.2 -1.1 -0.1 0.3229
H 0.531346 -1.814360 2.099148 -0.2 0.9 0.2 0.2188
H -1.200579 -2.483591 2.347805 0.2 -0.3 0.1 0.2140
H -1.556261 0.453153 0.758807 -0.3 0.6 0.1 0.1876
H -0.229852 2.222628 1.891800 0.3 0.2 0.4 0.1913
H 1.095108 1.800477 -0.871121 0.6 1.4 1.2 0.2878
H 0.916368 3.512162 -0.202011 0.3 0.1 -0.1 0.2063
H 2.050275 2.419691 0.593563 0.3 0.0 0.0 0.2022
H 1.086347 0.312348 -2.622975 0.1 -0.1 -0.4 0.4563
H -0.636682 0.912214 -0.809100 -0.7 0.1 0.7 0.2577
O 0.617758 0.417258 -1.788568 0.1 0.5 -1.9 -1.0667

---

[4]
42
Properties=species:S:1:pos:R:3:forces:R:3:nbo_charge:R:1 method="wB97M-V/def2-TZVPD" e_above_lowest_ev=9.2764 e_tot_ev=-25818.1686 charge=+1 lumo_ev=-8.10
Mg -3.768815 -1.849815 -2.084874 0.7 0.6 -0.1 1.0050
C -1.397687 2.580955 -2.202680 -1.1 -2.6 0.0 -0.3101
O -2.312277 1.522475 -2.024629 0.8 0.6 0.4 -0.3673
H -1.124423 2.577829 -3.257857 -0.4 0.6 -0.9 0.2482
H -1.960353 3.471338 -1.922109 0.4 0.5 -0.2 0.2323
H -0.413394 2.384996 -1.777382 -0.1 0.2 0.8 0.1902
C 0.859107 -8.178589 1.726047 -0.5 0.2 -0.3 -0.6229
C 1.614617 -6.889231 1.410324 -0.3 0.1 -0.5 -0.3898
C 1.063809 -5.662837 2.149511 0.2 0.4 0.1 -0.5208
C 0.097293 -4.882337 1.351942 -4.1 2.9 -2.6 0.3357
N -0.732576 -4.244859 0.753230 4.2 -3.2 2.8 -0.4011
H 1.076160 -8.486675 2.748821 0.6 -0.6 -0.3 0.2160
H 1.013536 -8.881586 0.907491 0.6 -0.5 0.6 0.2279
H -0.229786 -8.144611 1.761697 -0.2 0.9 -0.3 0.2111
H 1.616357 -6.635811 0.350195 -0.4 -0.3 -0.2 0.2122
H 2.681116 -7.038915 1.578507 -0.1 0.1 0.6 0.2212
H 1.868154 -4.980767 2.425013 0.0 0.1 0.0 0.2575
H 0.581348 -5.941412 3.086386 -0.1 0.0 0.0 0.2537
C -1.761056 6.240445 3.796462 1.2 -1.0 -1.1 -0.6183
C -2.330049 7.381057 3.032053 1.6 2.2 0.5 -0.4070
C -3.712244 7.674018 3.436616 -2.5 0.0 0.0 -0.4957
C -3.911045 8.085880 4.837936 1.3 -1.3 -4.6 0.2823
N -4.078274 8.404368 5.892145 -0.7 1.3 4.5 -0.3199
H -1.803299 6.273834 4.885134 -0.3 0.0 -0.2 0.2315
H -0.729578 6.091592 3.477097 0.4 0.2 0.4 0.2155
H -2.199815 5.352270 3.341785 -0.5 -0.4 0.7 0.1993
H -2.067084 7.370584 1.974299 -1.0 -0.8 -0.3 0.2220
H -1.858274 8.344581 3.224823 0.8 0.0 0.7 0.2088
H -4.344175 6.788585 3.367523 -0.2 -0.1 -0.4 0.2315
H -4.159118 8.472309 2.844057 -0.1 -0.1 -0.2 0.2502
C 3.559786 -2.149613 -3.325958 -1.4 0.7 -1.4 -0.6085
C 3.228706 -0.807163 -4.094883 1.0 -1.0 0.5 -0.3822
C 2.129676 -0.902940 -5.209045 1.9 -0.2 -0.4 -0.5417
C 0.946269 -1.584873 -4.800555 -1.8 -0.7 1.1 0.3235
N 0.041013 -2.201593 -4.431590 0.5 0.6 -0.3 -0.3839
H 2.574906 -2.575462 -3.134247 0.3 -0.5 0.9 0.2083
H 4.221415 -1.972644 -2.477997 -0.5 0.0 0.1 0.2259
H 4.073730 -2.830269 -4.004693 0.0 0.0 0.0 0.2071
H 4.231021 -0.639070 -4.488869 -0.4 1.0 -0.7 0.2238
H 3.008335 -0.025415 -3.367964 -0.2 0.0 -0.2 0.2059
H 2.478567 -1.541832 -6.020341 0.5 -0.1 -0.1 0.2604
H 1.928401 0.031203 -5.733421 -0.2 0.2 0.5 0.2624

---

[5]
14
Properties=species:S:1:pos:R:3:forces:R:3:nbo_charge:R:1 method="wB97M-V/def2-TZVPD" e_above_lowest_ev=3.7629 e_tot_ev=-7254.1125 charge=0 lumo_ev="0.21 / -0.03"
C 0.405818 -1.180217 0.714448 0.0 0.0 0.0 -0.4335
N 0.186798 0.205204 0.332413 0.0 -0.2 0.3 -0.3205
C -0.567747 1.064137 1.236909 0.0 0.0 0.0 -0.4039
C 0.445836 0.570844 -0.904340 0.0 0.1 -0.3 0.0357
C 0.204716 -0.357495 -2.081641 -0.1 0.1 0.3 -0.1285
N 0.288684 -1.571867 -2.243890 -0.1 0.4 0.1 -0.4186
H -0.078810 -1.375332 1.673089 0.0 0.0 -0.2 0.2030
H 1.475393 -1.385396 0.794640 -0.1 0.0 0.0 0.2180
H 0.020306 -1.831472 -0.091386 0.1 0.1 0.1 0.2569
H -1.613157 0.730902 1.257704 0.1 0.1 0.1 0.2069
H -0.537789 2.091451 0.868209 0.0 -0.1 0.1 0.2148
H -0.157827 1.025360 2.247979 0.0 0.0 -0.1 0.2089
H 0.315658 1.633363 -1.113236 -0.1 -0.2 0.0 0.1842
H -0.387880 0.380518 -2.690899 0.2 -0.3 -0.4 0.1766

---

[6]
12
Properties=species:S:1:pos:R:3:forces:R:3:nbo_charge:R:1 method="wB97M-V/def2-TZVPD" e_above_lowest_ev=2.9018 e_tot_ev=-25345.1460 charge=0 lumo_ev="-1.27 / -0.61"
C -2.171809 -0.875636 -0.609538 -1.0 0.1 -3.5 -0.4244
C 2.986984 0.791756 -0.415175 -2.5 0.1 1.5 -0.7453
N -1.989269 0.317472 0.105529 -2.2 1.6 2.0 -0.7091
S 1.785462 -0.524227 0.145326 0.3 0.7 0.0 -0.0216
S -0.830355 1.300531 -0.326066 1.8 1.4 -0.2 0.1955
H -1.267831 -0.948903 -1.255343 -0.7 -0.4 0.4 0.2322
H -2.201399 -1.642619 0.078642 -0.3 -2.2 1.1 0.2008
H -3.096787 -0.902988 -1.344005 1.5 0.2 1.6 0.1919
H 3.067312 1.567483 0.385072 -0.2 -0.4 -0.9 0.2174
H 2.485140 1.104494 -1.337261 1.0 0.4 0.1 0.2319
H 3.916648 0.300810 -0.486660 1.1 -0.5 -0.7 0.2257
H -2.683702 0.665496 0.838686 1.3 -1.1 -1.4 0.4050